# 1
{"formula": "C47H62P2PtSi", "method": "ωB97M-V/def2-TZVPD", "gap_ev": [5.90, 5.25], "total_charge": 2, "e_tot_ha": -2919.11131, "spin_multiplicity": 5, "elements": ["Pt", "C", "Si", "C", "C", "C", "C", "C", "C", "P", "C", "C", "C", "C", "C", "C", "C", "C", "C", "C", "C", "C", "C", "C", "C", "C", "C", "C", "P", "C", "C", "C", "C", "C", "C", "C", "C", "C", "C", "C", "C", "H", "H", "H", "H", "H", "H", "H", "H", "H", "H", "H", "H", "H", "H", "H", "H", "H", "H", "H", "H", "H", "H", "H", "H", "H", "H", "H", "H", "H", "H", "H", "H", "H", "H", "H", "H", "H", "H", "H", "H", "H", "H", "H", "H", "H", "H", "H", "H", "H", "H", "H", "H", "H", "H", "H", "C", "C", "C", "C", "C", "C", "C", "C", "C", "C", "H", "H", "H", "H", "H", "H", "H"], "positions_angstrom": [[-0.0350, -0.4110, -0.1534], [-0.4832, 2.9980, 1.7753], [0.0908, 2.0143, 0.3085], [-0.8445, 2.6137, -1.2364], [-0.5837, 3.9157, -1.6747], [-1.2377, 4.4369, -2.7832], [-2.1553, 3.6615, -3.4813], [-2.4155, 2.3613, -3.0744], [-1.7615, 1.8354, -1.9597], [-2.0875, 0.1537, -1.3922], [-2.7025, -0.7890, -2.8536], [-2.3478, -2.2853, -2.7686], [-2.9137, -3.0042, -3.9924], [-4.4601, -2.9925, -3.9669], [-5.0149, -1.8866, -3.0566], [-4.2165, -0.5856, -3.1687], [-3.5043, 0.2770, -0.1722], [-3.1213, 0.2755, 1.3191], [-4.3523, -0.0909, 2.1724], [-5.6475, 0.4793, 1.5620], [-5.3466, 1.7685, 0.8021], [-4.4119, 1.5122, -0.4065], [1.8823, 2.4358, -0.0345], [2.4051, 3.6428, 0.4498], [3.7068, 4.0308, 0.1537], [4.5116, 3.2123, -0.6284], [4.0141, 2.0114, -1.1140], [2.7057, 1.6159, -0.8259], [2.0189, 0.0981, -1.5512], [3.3449, -1.1532, -1.7813], [4.2423, -1.2769, -0.5230], [5.5544, -2.0176, -0.8561], [5.3270, -3.0594, -1.9506], [4.9201, -2.3809, -3.2771], [4.2044, -1.0324, -3.0489], [1.2755, 0.5981, -3.1571], [2.0510, 1.5785, -4.0472], [1.0554, 2.2003, -5.0551], [-0.0557, 1.2101, -5.4663], [0.4556, -0.2298, -5.4165], [0.8222, -0.6299, -3.9707], [-0.3681, 4.0611, 1.5240], [0.1132, 2.7827, 2.6694], [-1.5376, 2.8393, 2.0112], [0.1505, 4.5301, -1.1566], [-1.0244, 5.4523, -3.1089], [-2.6670, 4.0682, -4.3449], [-3.1375, 1.7654, -3.6270], [-2.1049, -0.3691, -3.6665], [-2.7722, -2.7290, -1.8685], [-1.2713, -2.4164, -2.6967], [-2.5410, -4.0278, -4.0387], [-2.5425, -2.4986, -4.8889], [-4.8359, -3.9573, -3.6212], [-4.8437, -2.8594, -4.9783], [-5.0180, -2.2235, -2.0115], [-6.0551, -1.6849, -3.3127], [-4.6641, 0.1640, -2.5160], [-4.3158, -0.1963, -4.1865], [-4.0912, -0.6283, -0.3806], [-2.7816, 1.2754, 1.5823], [-2.2921, -0.3770, 1.5565], [-4.2117, 0.3066, 3.1793], [-4.4322, -1.1788, 2.2731], [-6.3779, 0.6653, 2.3500], [-6.1086, -0.2444, 0.8808], [-4.8906, 2.4896, 1.4876], [-6.2702, 2.2248, 0.4467], [-3.7939, 2.3948, -0.5815], [-5.0164, 1.3717, -1.3057], [1.7967, 4.2914, 1.0776], [4.0936, 4.9695, 0.5394], [5.5302, 3.5067, -0.8599], [4.6548, 1.3921, -1.7303], [2.7654, -2.0753, -1.8966], [3.7181, -1.8187, 0.2695], [4.4716, -0.2935, -0.1162], [5.9439, -2.4852, 0.0490], [6.3151, -1.3041, -1.1887], [4.5444, -3.7566, -1.6242], [6.2246, -3.6584, -2.0981], [4.2712, -3.0455, -3.8520], [5.8029, -2.1994, -3.8902], [3.6096, -0.7812, -3.9228], [4.9438, -0.2418, -2.9284], [0.3886, 1.1339, -2.8144], [2.8459, 1.0520, -4.5820], [2.5236, 2.3649, -3.4615], [1.6068, 2.5264, -5.9396], [0.6030, 3.0939, -4.6160], [-0.4188, 1.4501, -6.4656], [-0.9159, 1.3114, -4.7912], [1.3361, -0.3170, -6.0608], [-0.2890, -0.9221, -5.8150], [1.6068, -1.3946, -3.9908], [-0.0370, -1.0779, -3.4735], [-2.9754, -5.4477, 0.7841], [-3.3349, -4.1145, 0.7657], [-2.3551, -3.1240, 0.6264], [-0.9974, -3.4337, 0.5219], [0.0152, -2.4419, 0.3961], [1.3705, -2.8771, 0.4685], [1.7239, -4.2021, 0.5329], [0.7236, -5.1842, 0.5600], [-0.6315, -4.8096, 0.5759], [-1.6238, -5.7932, 0.6870], [-3.7315, -6.2190, 0.8817], [-4.3781, -3.8362, 0.8577], [-2.6508, -2.0873, 0.6106], [2.1597, -2.1437, 0.4745], [2.7726, -4.4833, 0.5778], [0.9850, -6.2379, 0.6004], [-1.3237, -6.8370, 0.7114]]}

# 2
{"formula": "C47H63Br60N3O", "method": "ωB97M-V/def2-TZVPD", "gap_ev": 7.96, "total_charge": 0, "e_tot_ha": -156508.68289, "elements": ["C", "C", "C", "C", "C", "C", "C", "C", "C", "C", "C", "C", "C", "C", "C", "C", "C", "C", "C", "N", "C", "C", "C", "O", "C", "C", "N", "C", "C", "N", "C", "H", "H", "H", "H", "H", "H", "H", "H", "H", "H", "H", "H", "H", "H", "H", "H", "H", "H", "H", "H", "H", "H", "H", "H", "H", "H", "H", "H", "H", "H", "H", "H", "H", "H", "H", "H", "H", "H", "H", "H", "H", "H", "H", "C", "Br", "Br", "Br", "H", "C", "Br", "Br", "Br", "H", "C", "Br", "Br", "Br", "H", "C", "Br", "Br", "Br", "H", "C", "Br", "Br", "Br", "H", "C", "Br", "Br", "Br", "H", "C", "Br", "Br", "Br", "H", "C", "Br", "Br", "Br", "H", "C", "Br", "Br", "Br", "H", "C", "Br", "Br", "Br", "H", "C", "Br", "Br", "Br", "H", "C", "Br", "Br", "Br", "H", "C", "Br", "Br", "Br", "H", "C", "Br", "Br", "Br", "H", "C", "Br", "Br", "Br", "H", "C", "Br", "Br", "Br", "H", "C", "Br", "Br", "Br", "H", "C", "Br", "Br", "Br", "H", "C", "Br", "Br", "Br", "H", "C", "Br", "Br", "Br", "H"], "positions_angstrom": [[6.6616, -3.1062, 1.1629], [7.5505, -2.1284, 0.2800], [7.7605, -0.7768, 1.0949], [7.9691, 0.4008, 0.0462], [6.9350, 1.5890, 0.2776], [5.6954, 1.2700, -0.6591], [4.6284, 2.4523, -0.6189], [3.1979, 1.7536, -0.7938], [2.9769, 1.2243, -2.2744], [2.2065, -0.1673, -2.2313], [0.9115, -0.0555, -3.1406], [0.0817, -1.3840, -2.9336], [-0.4838, -1.5744, -1.4823], [-1.5813, -0.7654, -1.0722], [-2.2201, -0.9184, 0.3009], [-3.4408, 0.0259, 0.6694], [-3.4678, 0.4939, 2.1745], [-2.0856, 0.9378, 2.7778], [-1.7965, 2.4861, 2.7126], [-1.1626, 2.9729, 1.4724], [-2.0871, 3.1540, 0.3340], [0.0407, 2.3030, 1.1290], [1.2363, 2.3634, 2.1683], [0.2322, 1.6542, 0.1223], [-1.6567, -1.9145, 1.1618], [-0.4753, -2.7469, 0.7629], [-0.0010, -3.6534, 1.6978], [1.0827, -4.3212, 1.2523], [1.6632, -4.1352, -0.0869], [1.2073, -3.2970, -1.0392], [0.1235, -2.5883, -0.5595], [6.9159, -3.0229, 2.2513], [6.7718, -4.1583, 0.8098], [5.5933, -2.7967, 0.9837], [8.5707, -2.5443, 0.0836], [6.9943, -1.9356, -0.6736], [6.9063, -0.6064, 1.7961], [8.7265, -0.8584, 1.6683], [7.8494, 0.0348, -1.0114], [8.9998, 0.8130, 0.2002], [6.6265, 1.6330, 1.3481], [7.3538, 2.5596, -0.0938], [5.1869, 0.3431, -0.2628], [5.9926, 1.0762, -1.7200], [4.7768, 3.1949, -1.4410], [4.6312, 2.8915, 0.4108], [3.1632, 0.9379, -0.0300], [2.4392, 2.5514, -0.6019], [3.9858, 1.0190, -2.7318], [2.4081, 2.0143, -2.8266], [1.9270, -0.3686, -1.1655], [2.8404, -1.0167, -2.5899], [0.2767, 0.8217, -2.8380], [1.1811, -0.0169, -4.2344], [-0.8259, -1.3651, -3.6059], [0.6690, -2.2875, -3.2563], [-1.9573, -0.0404, -1.8267], [-3.5115, 0.8592, -0.0693], [-4.3771, -0.5689, 0.5144], [-3.9879, -0.2988, 2.7685], [-4.1566, 1.3897, 2.2170], [-2.1516, 0.6979, 3.8816], [-1.2213, 0.3103, 2.4193], [-2.7604, 3.0408, 2.8857], [-1.1384, 2.7828, 3.5791], [-2.0315, 2.3672, -0.4548], [-1.8770, 4.1696, -0.1095], [-3.1322, 3.2228, 0.7413], [1.7837, 1.3877, 2.0337], [0.8949, 2.3860, 3.2298], [1.9712, 3.1625, 1.9024], [-2.1127, -2.0340, 2.1760], [1.5650, -5.0542, 1.9373], [2.5664, -4.7461, -0.3422], [-5.5536, -0.2655, -3.1048], [-4.2718, -0.6839, -1.7198], [-6.4508, 1.4178, -2.7800], [-4.7075, -0.3219, -4.8401], [-6.3170, -1.0375, -3.0905], [7.6726, -5.2156, -2.6607], [7.8996, -5.8118, -0.8371], [5.9466, -4.3756, -2.9271], [9.1276, -4.0735, -3.2308], [7.6974, -6.0998, -3.2904], [-9.7945, 3.1812, -5.1161], [-9.6918, 1.2541, -5.1962], [-10.0253, 3.8126, -3.3021], [-8.2791, 4.0144, -5.9791], [-10.6792, 3.4763, -5.6707], [-4.5906, 0.0701, 6.7245], [-2.9917, -0.4878, 7.6550], [-4.4852, 1.9160, 6.1548], [-5.0051, -1.1130, 5.2553], [-5.4113, 0.0019, 7.4312], [-11.0818, -0.9051, -1.8090], [-9.3026, -0.1735, -2.0134], [-12.2772, 0.3518, -0.9541], [-11.7938, -1.5448, -3.4903], [-11.0005, -1.7641, -1.1518], [-8.1610, 3.0346, -9.9769], [-9.8627, 3.1351, -9.0661], [-6.9558, 1.7946, -9.1135], [-8.3776, 2.6346, -11.8572], [-7.7067, 4.0176, -9.9117], [-5.1356, -4.2194, 8.9634], [-3.9259, -4.6685, 10.4028], [-6.0260, -2.5281, 9.2732], [-4.2535, -4.2617, 7.2452], [-5.9050, -4.9838, 8.9457], [-0.0488, -2.2890, 5.8349], [1.5613, -2.8459, 6.7519], [0.0492, -0.4410, 5.2743], [-0.4775, -3.4606, 4.3539], [-0.8634, -2.3621, 6.5495], [4.5345, -7.9246, -2.9803], [2.8244, -7.8122, -2.0852], [5.7306, -9.1603, -2.0940], [4.3373, -8.3388, -4.8588], [4.9893, -6.9415, -2.9184], [7.3840, 3.8231, 3.8242], [8.6943, 3.6297, 2.4119], [6.2643, 5.3755, 3.5526], [6.3339, 2.2157, 4.0668], [7.9328, 3.9836, 4.7458], [-8.6662, -1.7821, 3.3414], [-7.1233, -1.4499, 2.2229], [-8.5642, -3.5100, 4.2048], [-8.9465, -0.3562, 4.6179], [-9.5333, -1.8008, 2.6901], [-11.1991, 3.8619, -14.1123], [-12.6540, 4.0720, -12.8567], [-11.7173, 2.7946, -15.6395], [-10.4605, 5.5672, -14.6462], [-10.4119, 3.3218, -13.5979], [0.4410, 1.4366, 8.7162], [2.0070, 1.7983, 7.6402], [0.5248, -0.3080, 9.5461], [0.1098, 2.8294, 10.0131], [-0.4093, 1.4248, 8.0405], [-2.9792, 2.1378, 12.6436], [-1.3951, 1.5943, 13.6098], [-2.9031, 4.0020, 12.1314], [-3.3224, 0.9902, 11.1233], [-3.8187, 2.0283, 13.3215], [5.7457, 9.8092, 3.3308], [6.1733, 9.2789, 1.5212], [4.2388, 8.8188, 4.0295], [7.2837, 9.6902, 4.4967], [5.4523, 10.8527, 3.2962], [11.6591, -1.7199, -0.9473], [13.1908, -1.4736, -2.1020], [11.7177, -3.4198, -0.0276], [11.4431, -0.2454, 0.2850], [10.7795, -1.7332, -1.5837], [7.2213, -3.0497, -7.2980], [8.7478, -2.7267, -8.4398], [7.3352, -4.7670, -6.4174], [6.9521, -1.6128, -6.0316], [6.3459, -3.0782, -7.9377], [1.9232, 5.1883, -5.0440], [2.4174, 4.7307, -6.8597], [0.4104, 4.1521, -4.4285], [3.4277, 5.0542, -3.8356], [1.6192, 6.2294, -5.0558], [-7.8231, -7.5843, 5.7969], [-7.4803, -6.1044, 6.9945], [-9.7109, -7.7873, 5.4335], [-6.7889, -7.4395, 4.1705], [-7.4968, -8.4862, 6.3036], [0.5781, 1.7611, -8.5319], [-1.1531, 1.8506, -7.6805], [1.7521, 0.5086, -7.6359], [0.4339, 1.3834, -10.4232], [1.0278, 2.7436, -8.4374]]}

# 3
{"formula": "C47H64BBr2NO30S3", "method": "ωB97M-V/def2-TZVPD", "gap_ev": 8.35, "total_charge": 0, "smiles": "CC[C@@H](Br)c1cc(O)c2c(c1Br)N(CCCCS(=O)(=O)O)c1c(C[C@@H](C)O)c(OC[C@@H](C)O)c(S)c(B(O)OC)c1S2.O=C1OCCO1.O=C1OCCO1.O=C1OCCO1.O=C1OCCO1.O=C1OCCO1.O=C1OCCO1.O=C1OCCO1", "e_tot_ha": -10508.85445, "elements": ["C", "C", "C", "Br", "C", "C", "C", "O", "C", "C", "C", "Br", "N", "C", "C", "C", "C", "S", "O", "O", "O", "C", "C", "C", "C", "C", "O", "C", "O", "C", "C", "C", "O", "C", "S", "C", "B", "O", "O", "C", "C", "S", "H", "H", "H", "H", "H", "H", "H", "H", "H", "H", "H", "H", "H", "H", "H", "H", "H", "H", "H", "H", "H", "H", "H", "H", "H", "H", "H", "H", "H", "H", "H", "H", "H", "H", "H", "H", "O", "C", "O", "C", "C", "O", "H", "H", "H", "H", "O", "C", "O", "C", "C", "O", "H", "H", "H", "H", "O", "C", "O", "C", "C", "O", "H", "H", "H", "H", "O", "C", "O", "C", "C", "O", "H", "H", "H", "H", "O", "C", "O", "C", "C", "O", "H", "H", "H", "H", "O", "C", "O", "C", "C", "O", "H", "H", "H", "H", "O", "C", "O", "C", "C", "O", "H", "H", "H", "H"], "positions_angstrom": [[-1.5694, 3.5854, 3.5008], [-0.0928, 3.3072, 3.8843], [0.1632, 1.8595, 4.3720], [-0.8864, 1.6616, 6.0432], [-0.1973, 0.7970, 3.3547], [-1.2384, -0.0724, 3.5008], [-1.5816, -0.9998, 2.5525], [-2.6409, -1.8601, 2.6999], [-0.8334, -1.0573, 1.4085], [0.2470, -0.2189, 1.2083], [0.5655, 0.6973, 2.1936], [2.1006, 1.8057, 1.8763], [1.0330, -0.2800, 0.0090], [1.8900, -1.5072, 0.0142], [3.3647, -1.2724, 0.4008], [4.2199, -2.4108, -0.2056], [3.8256, -3.7869, 0.4017], [3.7826, -5.1947, -0.7228], [5.0728, -5.4300, -1.3003], [3.3547, -6.3610, -0.0039], [2.7406, -5.0191, -1.9296], [0.1888, -0.2250, -1.1499], [0.4370, 0.6788, -2.1646], [1.6277, 1.6175, -2.0203], [2.8610, 1.1379, -2.7697], [3.9868, 2.2071, -2.6756], [3.3825, -0.0562, -2.2069], [-0.3724, 0.7370, -3.2844], [-0.0476, 1.6966, -4.2091], [0.3036, 1.1766, -5.5067], [-0.3334, 2.0969, -6.5681], [0.5440, 3.3118, -6.8962], [-0.7676, 1.3740, -7.7191], [-1.4324, -0.1312, -3.4037], [-2.5098, -0.0643, -4.8409], [-1.7355, -1.0588, -2.4012], [-2.9747, -2.0579, -2.4998], [-3.1055, -2.8114, -3.6572], [-3.8911, -2.2300, -1.4847], [-3.8915, -3.6122, -1.0462], [-0.9071, -1.0722, -1.2986], [-1.1957, -2.1784, 0.0764], [-1.6237, 4.3645, 2.7321], [-2.1043, 3.9995, 4.3596], [-2.0551, 2.6821, 3.1512], [0.5838, 3.6130, 3.0878], [0.1151, 3.9801, 4.7257], [1.1983, 1.7592, 4.7042], [-1.8665, -0.0151, 4.3865], [-2.5506, -2.2907, 3.5596], [1.4780, -2.1665, 0.7917], [1.7902, -2.0787, -0.9151], [3.4394, -1.3177, 1.4973], [3.7324, -0.2924, 0.1040], [4.1648, -2.4468, -1.2903], [5.2576, -2.2167, 0.0842], [2.8636, -3.7554, 0.9185], [4.5969, -4.0676, 1.1240], [2.9054, -4.1574, -2.3801], [1.2946, 2.5908, -2.4025], [1.8537, 1.7742, -0.9639], [2.6518, 0.9531, -3.8333], [4.6599, 1.9654, -1.8486], [4.5452, 2.1958, -3.6151], [3.5408, 3.1845, -2.4667], [3.3806, -0.7829, -2.8339], [0.0240, 0.1330, -5.6480], [1.3996, 1.2751, -5.5778], [-1.2360, 2.4884, -6.0775], [1.2688, 3.4187, -6.0780], [1.0903, 3.1820, -7.8353], [-0.0113, 4.2529, -6.9053], [-1.7278, 1.3459, -7.6934], [-3.1986, 1.0988, -4.7631], [-3.9659, -2.6635, -4.0690], [-3.7846, -3.5858, 0.0413], [-4.8239, -4.1110, -1.3249], [-3.0452, -4.1841, -1.4412], [-3.0541, -5.6256, -8.6572], [-2.5724, -4.6876, -8.1155], [-1.2951, -4.2559, -8.3107], [-1.1630, -2.9862, -7.6719], [-2.2484, -3.0278, -6.6241], [-3.2170, -3.8980, -7.2181], [-0.1691, -2.8717, -7.2424], [-1.3231, -2.1995, -8.4132], [-1.9095, -3.4647, -5.6862], [-2.6775, -2.0468, -6.4214], [-3.9289, 1.9489, 3.9863], [-4.5044, 1.7548, 2.9618], [-3.8912, 1.5279, 1.7778], [-4.8880, 1.1097, 0.8406], [-6.1505, 1.6959, 1.4288], [-5.8529, 1.7295, 2.8288], [-4.6683, 1.4894, -0.1543], [-4.9048, 0.0185, 0.8075], [-6.3406, 2.7144, 1.0846], [-7.0299, 1.0870, 1.2340], [6.5637, -11.7520, -0.2188], [6.4447, -10.5693, -0.2008], [7.4655, -9.6990, 0.0178], [6.9810, -8.3820, -0.2643], [5.4930, -8.5300, -0.0724], [5.2768, -9.9107, -0.3944], [7.4225, -7.6530, 0.4110], [7.2467, -8.1201, -1.2904], [5.1850, -8.3538, 0.9597], [4.9176, -7.8849, -0.7220], [3.5837, -3.1679, -3.6712], [3.2272, -3.2756, -4.8165], [3.9101, -3.9386, -5.7543], [3.0756, -4.0380, -6.9166], [2.1372, -2.8700, -6.7355], [2.0960, -2.7338, -5.3067], [3.6662, -3.9697, -7.8260], [2.5613, -5.0000, -6.8994], [2.5260, -1.9458, -7.1665], [1.1447, -3.0558, -7.1382], [0.6093, 7.8052, 3.3703], [-0.4440, 7.7964, 3.9181], [-1.0598, 6.6761, 4.3791], [-2.1793, 7.0905, 5.1693], [-2.4743, 8.4664, 4.6224], [-1.1928, 8.9004, 4.1646], [-3.0134, 6.4018, 5.0512], [-1.8809, 7.1105, 6.2195], [-3.1616, 8.4417, 3.7738], [-2.8669, 9.1446, 5.3761], [0.2571, 7.1202, 8.4567], [0.9815, 6.1928, 8.2959], [0.7705, 4.9531, 8.8097], [1.7180, 4.0703, 8.2084], [2.8289, 5.0041, 7.7939], [2.1295, 6.2302, 7.5710], [2.0487, 3.3145, 8.9174], [1.2461, 3.5762, 7.3576], [3.5677, 5.1545, 8.5839], [3.3401, 4.6795, 6.8904], [-7.3359, 4.4352, 8.9834], [-6.7295, 3.7022, 8.2736], [-7.1210, 2.4404, 7.9542], [-6.2648, 1.9692, 6.9099], [-5.0279, 2.8118, 7.0951], [-5.5522, 4.0119, 7.6714], [-6.0705, 0.9048, 7.0180], [-6.7505, 2.1449, 5.9477], [-4.3175, 2.3644, 7.7939], [-4.5190, 3.0194, 6.1573]]}